# 1
This record from OMol25 describes a molecular structure, C14H24F6NiO8S at a distorted geometry. The level of theory is ωB97M-V/def2-TZVPD.

Values from the calculation:
M = 525.09 g mol⁻¹
⟨S²⟩ = 2.0054
Spin multiplicity = 3
HOMO energy (spin up / spin down) = 0.728 / 0.743 eV
Kohn-Sham gap (spin up / spin down) = 0.1195 / 0.1189 Eh
Charge = -2

CARTESIAN COORDINATES (ANGSTROEM)
Ni1 -24.570 -6.125 -26.001
C1 -21.397 -6.849 -25.978
O1 -21.836 -7.104 -27.275
O2 -22.648 -6.660 -25.362
C2 -20.388 -8.057 -25.561
F1 -19.138 -8.047 -26.103
F2 -20.300 -8.256 -24.205
F3 -20.914 -9.200 -25.962
C3 -21.031 -6.772 -28.385
C4 -21.890 -7.210 -29.580
H1 -21.289 -7.031 -30.471
H2 -22.189 -8.258 -29.571
H3 -22.799 -6.611 -29.521
H4 -20.032 -7.208 -28.367
H5 -20.955 -5.685 -28.371
H6 -20.719 -6.018 -25.784
C5 -25.236 -5.271 -23.235
O3 -24.320 -4.469 -24.070
O4 -25.718 -6.114 -24.222
C6 -24.550 -5.924 -21.952
F4 -23.433 -6.690 -22.315
F5 -24.149 -5.076 -21.027
F6 -25.355 -6.816 -21.263
C7 -23.606 -3.459 -23.404
C8 -23.040 -2.660 -24.594
H7 -22.118 -2.181 -24.263
H8 -22.762 -3.406 -25.339
H9 -23.717 -2.015 -25.154
H10 -22.767 -3.652 -22.736
H11 -24.107 -2.669 -22.845
H12 -26.054 -4.698 -22.798
O5 -25.969 -5.299 -27.340
C9 -25.078 -4.912 -28.415
C10 -25.539 -3.573 -29.285
O6 -26.932 -3.212 -29.152
H13 -25.000 -5.761 -29.094
H14 -24.131 -4.911 -27.875
H15 -25.229 -3.838 -30.295
H16 -24.946 -2.711 -28.979
C11 -25.964 -11.637 -25.668
C12 -24.469 -11.232 -25.748
C13 -24.206 -10.458 -27.126
S1 -25.626 -9.290 -27.137
O7 -26.239 -9.159 -28.463
O8 -25.268 -8.116 -26.300
C14 -26.796 -10.309 -26.011
H17 -26.377 -11.999 -24.726
H18 -25.980 -12.385 -26.461
H19 -23.806 -12.075 -25.552
H20 -24.283 -10.482 -24.979
H21 -24.401 -11.027 -28.035
H22 -23.356 -9.777 -27.152
H23 -27.725 -10.611 -26.495
H24 -27.230 -9.873 -25.111

Results of the natural (NBO) charge analysis, in e, for atoms 1 through 4:
1. Ni 1.54
2. C 0.34
3. O -0.55
4. O -0.95


# 2
This record from OMol25 describes a single C14H24N2O2 molecule. The level of theory is ωB97M-V/def2-TZVPD.

Values from the calculation:
M = 252.36 g mol⁻¹
SMILES string = CCCCNC(=O)[C@@H]1CC(=O)N(C2CCCC2)C1
Energy relative to the best compared isomer or geometry (same formula, charge and spin) = 7.1 kcal/mol
HOMO energy = -8.985 eV
Kohn-Sham gap = 0.3550 Eh

CARTESIAN COORDINATES (ANGSTROEM)
C1 2.256 -1.588 3.229
C2 3.155 -2.809 3.079
C3 3.801 -2.929 1.698
C4 2.802 -3.092 0.549
N1 2.298 -1.829 0.058
C5 0.987 -1.529 -0.027
O1 0.104 -2.286 0.316
C6 0.724 -0.127 -0.575
C7 1.021 0.959 0.466
C8 -0.038 2.026 0.209
O2 -0.028 3.160 0.636
N2 -0.995 1.480 -0.566
C9 -2.191 2.200 -0.939
C10 -2.303 2.401 -2.467
C11 -3.699 1.909 -2.855
C12 -4.026 0.853 -1.804
C13 -3.482 1.472 -0.520
C14 -0.757 0.095 -0.903
H1 2.791 -0.680 2.956
H2 1.925 -1.492 4.260
H3 1.374 -1.682 2.602
H4 3.952 -2.760 3.825
H5 2.571 -3.710 3.278
H6 4.422 -2.049 1.508
H7 4.459 -3.800 1.703
H8 1.934 -3.673 0.868
H9 3.288 -3.619 -0.282
H10 2.982 -1.145 -0.226
H11 1.339 0.031 -1.466
H12 0.876 0.588 1.483
H13 2.022 1.381 0.395
H14 -2.100 3.160 -0.423
H15 -2.148 3.443 -2.743
H16 -1.538 1.811 -2.972
H17 -3.731 1.516 -3.871
H18 -4.416 2.729 -2.784
H19 -5.093 0.642 -1.743
H20 -3.506 -0.079 -2.029
H21 -3.295 0.738 0.262
H22 -4.195 2.201 -0.134
H23 -1.369 -0.579 -0.290
H24 -0.979 -0.099 -1.955

Results of the natural (NBO) charge analysis, in e, for atoms 1 through 4:
1. C -0.61
2. C -0.39
3. C -0.40
4. C -0.23


# 3
This record from OMol25 describes a molecular structure, C14H25AuINP at a distorted geometry. The level of theory is ωB97M-V/def2-TZVPD.

Values from the calculation:
M = 562.21 g mol⁻¹
HOMO energy = -12.654 eV
Kohn-Sham gap = 0.3364 Eh
Charge = +1

CARTESIAN COORDINATES (ANGSTROEM)
Au1 -0.225 -1.969 0.484
I1 -0.738 -3.826 2.351
C1 -0.673 -2.004 3.709
C2 -1.447 -2.030 4.868
C3 -1.515 -0.854 5.615
C4 -0.820 0.274 5.158
C5 -0.030 0.183 3.992
N1 0.070 -1.004 3.292
H1 -1.974 -2.927 5.231
H2 -2.157 -0.892 6.471
H3 -0.988 1.265 5.729
H4 0.576 0.970 3.578
C6 -1.837 0.837 0.258
C7 -1.012 0.968 -1.085
C8 -0.520 2.441 -1.142
P1 0.258 -0.399 -1.192
C9 0.249 -0.835 -2.988
C10 -0.256 0.231 -4.009
C11 -0.543 -2.150 -3.317
C12 2.039 0.106 -0.990
C13 2.516 1.296 -1.865
C14 2.260 0.342 0.569
H5 -2.600 1.618 0.436
H6 -1.150 0.909 1.065
H7 -2.252 -0.193 0.359
H8 -1.630 0.754 -1.991
H9 0.053 2.737 -0.238
H10 -1.402 3.070 -1.149
H11 -0.029 2.652 -2.075
H12 1.370 -0.877 -3.204
H13 -1.376 0.212 -4.217
H14 0.223 0.026 -4.955
H15 -0.001 1.270 -3.762
H16 -1.597 -1.919 -3.339
H17 -0.416 -2.930 -2.617
H18 -0.120 -2.513 -4.245
H19 2.536 -0.820 -1.256
H20 2.156 2.298 -1.585
H21 2.273 1.082 -2.914
H22 3.608 1.277 -1.800
H23 2.075 1.367 0.806
H24 3.317 0.303 0.776
H25 1.725 -0.348 1.187

Results of the natural (NBO) charge analysis, in e, for atoms 1 through 4:
1. Au 0.36
2. I 0.20
3. C 0.20
4. C -0.30


# 4
This record from OMol25 describes a molecular structure, C14H25BIO3P2Tm at a distorted geometry. The level of theory is ωB97M-V/def2-TZVPD.

Values from the calculation:
M = 609.95 g mol⁻¹
⟨S²⟩ = 2.0125
Spin multiplicity = 3
HOMO energy (spin up / spin down) = -12.882 / -12.907 eV
Kohn-Sham gap (spin up / spin down) = 0.1996 / 0.1985 Eh
Charge = +2

CARTESIAN COORDINATES (ANGSTROEM)
C1 -0.327 1.815 -2.189
I1 1.225 1.504 0.782
H1 -0.588 2.302 -3.225
H2 -1.389 1.687 -1.744
H3 -0.136 0.648 -2.640
Tm1 1.602 -1.136 -1.813
P1 0.832 3.072 -1.621
C2 -0.708 3.637 -0.702
C3 2.081 4.362 -0.792
H4 1.879 5.396 -1.181
H5 0.714 5.198 -2.936
H6 3.125 4.097 -1.065
H7 1.474 3.870 -3.867
H8 -1.007 2.852 0.018
H9 2.012 4.369 0.311
C4 0.687 4.125 -3.144
H10 -0.516 4.591 -0.217
H11 -0.255 3.882 -3.633
H12 -1.529 3.755 -1.419
P2 0.120 -3.024 -1.516
C5 -1.252 -3.894 -0.852
C6 0.694 -3.714 -3.108
H13 2.508 -2.560 -0.782
H14 1.819 -4.215 -0.461
H15 1.354 -2.839 0.610
C7 1.585 -3.133 -0.425
H16 1.526 -3.116 -3.533
H17 1.009 -4.737 -2.890
H18 -1.035 -4.977 -0.946
H19 -2.141 -3.601 -1.445
H20 -0.177 -3.693 -3.781
H21 -1.399 -3.613 0.210
C8 -0.817 -0.935 -0.485
O1 -1.933 -0.815 -0.932
O2 0.223 -1.496 1.895
B1 -0.497 -0.656 0.962
O3 -1.523 0.112 1.771
C9 -1.321 -0.317 3.077
C10 -1.755 0.255 4.249
C11 -1.389 -0.355 5.445
C12 -0.476 -1.475 5.453
C13 -0.088 -2.098 4.278
C14 -0.365 -1.346 3.149
H22 -2.466 1.064 4.193
H23 -1.708 0.095 6.395
H24 -0.178 -1.926 6.374
H25 0.508 -3.017 4.170

Results of the natural (NBO) charge analysis, in e, for atoms 1 through 4:
1. C -0.95
2. I -0.28
3. H 0.28
4. H 0.31


# 5
This record from OMol25 describes a molecular structure, C14H25ClIN2OP2Tb at a distorted geometry. The level of theory is ωB97M-V/def2-TZVPD.

Values from the calculation:
M = 620.60 g mol⁻¹
⟨S²⟩ = 12.6244
Energy relative to the best compared isomer or geometry (same formula, charge and spin) = 112.8 kcal/mol
Spin multiplicity = 7
HOMO energy (spin up / spin down) = -13.313 / -13.473 eV
Kohn-Sham gap (spin up / spin down) = 0.1349 / 0.1432 Eh
Charge = +2

CARTESIAN COORDINATES (ANGSTROEM)
C1 0.035 1.493 -4.836
C2 0.056 1.773 -3.464
H1 0.035 2.475 -5.349
H2 -0.900 0.935 -5.074
H3 0.955 0.924 -5.092
O1 0.068 2.083 -2.349
I1 -0.444 -3.229 -2.879
Tb1 -0.027 -0.844 -1.371
P1 2.649 -0.257 -0.574
C3 3.215 1.067 0.565
C4 3.327 -1.709 0.308
H4 4.402 -1.790 0.113
H5 4.762 -0.510 -1.572
H6 2.801 -2.613 -0.020
H7 3.486 -0.592 -2.825
H8 2.605 1.056 1.476
H9 3.145 -1.589 1.375
C5 3.832 -0.064 -1.937
H10 4.270 0.955 0.857
H11 3.961 0.993 -2.161
H12 3.088 2.043 0.077
P2 -2.655 -0.213 -0.559
C6 -3.216 1.113 0.575
C7 -3.828 -0.028 -1.932
H13 -2.783 -2.583 -0.031
H14 -4.379 -1.762 0.137
H15 -3.106 -1.568 1.383
C8 -3.302 -1.683 0.318
H16 -3.482 -0.575 -2.811
H17 -4.766 -0.455 -1.564
H18 -4.275 1.011 0.859
H19 -3.077 2.088 0.086
H20 -3.940 1.029 -2.171
H21 -2.613 1.099 1.490
Cl1 0.208 -2.968 0.021
N1 0.009 1.242 6.577
C9 0.007 0.925 5.448
C10 0.000 0.496 4.052
C11 -0.013 -0.867 3.727
C12 -0.036 -1.229 2.379
N2 -0.028 -0.328 1.357
C13 -0.006 0.982 1.677
C14 0.002 1.399 3.009
H22 -0.007 -1.615 4.538
H23 -0.045 -2.286 2.119
H24 0.004 1.706 0.843
H25 0.009 2.467 3.203

Results of the Mulliken charge analysis, in e, for atoms 1 through 4:
1. C -0.74
2. C 0.79
3. H 0.38
4. H 0.36


# 6
This record from OMol25 describes a molecular structure, C14H25ClINOOsP at a distorted geometry. The level of theory is ωB97M-V/def2-TZVPD.

Values from the calculation:
M = 606.92 g mol⁻¹
⟨S²⟩ = 6.0781
Energy relative to the best compared isomer or geometry (same formula, charge and spin) = 0.0 kcal/mol
Spin multiplicity = 5
HOMO energy (spin up / spin down) = -19.504 / -19.149 eV
Kohn-Sham gap (spin up / spin down) = 0.2962 / 0.1840 Eh
Charge = +3

CARTESIAN COORDINATES (ANGSTROEM)
C1 1.339 -1.297 -1.097
I1 1.526 2.486 -1.108
H1 0.949 -1.933 -1.922
H2 1.540 -2.057 -0.307
H3 2.315 -0.848 -1.332
Os1 -0.014 -0.512 0.612
P1 -0.510 0.223 -1.650
C2 0.691 0.466 -3.093
C3 -1.385 -0.939 -2.892
H4 -2.842 1.039 -1.284
H5 -2.285 1.347 -2.947
H6 -1.759 2.453 -1.642
C4 -1.993 1.406 -1.886
H7 -2.274 -1.387 -2.450
H8 -1.682 -0.277 -3.726
H9 0.094 0.442 -4.010
H10 1.371 -0.385 -3.104
H11 -0.706 -1.705 -3.300
H12 1.340 1.358 -3.119
C5 1.646 0.222 1.004
O1 2.755 0.458 1.338
Cl1 -2.156 -1.507 0.262
C6 -3.010 -0.548 3.829
N1 -2.739 0.477 2.787
C7 -3.838 1.484 2.752
C8 -1.410 1.199 2.931
C9 -0.402 0.257 3.447
C10 0.012 0.410 4.775
C11 1.011 -0.427 5.256
C12 1.559 -1.434 4.437
C13 1.142 -1.595 3.124
C14 0.197 -0.695 2.625
H13 -3.115 -0.047 4.793
H14 -2.215 -1.296 3.898
H15 -3.952 -1.050 3.588
H16 -2.685 -0.053 1.893
H17 -3.910 1.918 3.760
H18 -3.570 2.285 2.059
H19 -4.764 1.000 2.456
H20 -1.158 1.609 1.944
H21 -1.561 2.017 3.636
H22 -0.466 1.167 5.408
H23 1.357 -0.305 6.292
H24 2.380 -2.051 4.801
H25 1.507 -2.371 2.454

Results of the natural (NBO) charge analysis, in e, for atoms 1 through 4:
1. C -0.67
2. I 0.51
3. H 0.27
4. H 0.25


# 7
This record from OMol25 describes a molecular structure, C14H25ClINOPTi at a distorted geometry. The level of theory is ωB97M-V/def2-TZVPD.

Values from the calculation:
M = 464.56 g mol⁻¹
⟨S²⟩ = 0.7984
Spin multiplicity = 2
HOMO energy (spin up / spin down) = -15.684 / -15.621 eV
Kohn-Sham gap (spin up / spin down) = 0.2857 / 0.1785 Eh
Charge = +2

CARTESIAN COORDINATES (ANGSTROEM)
C1 -0.817 -3.148 -0.968
I1 2.161 -1.542 -2.134
H1 -1.903 -3.229 -0.855
H2 -0.332 -4.023 -0.518
H3 -0.567 -3.119 -2.055
Ti1 0.063 -1.312 -0.533
P1 -0.173 1.015 -1.861
C2 1.166 1.741 -2.841
C3 -1.510 0.826 -3.078
H4 -1.637 2.278 -0.359
H5 -0.922 3.293 -1.637
H6 0.059 2.800 -0.220
C4 -0.719 2.479 -0.923
H7 -2.470 0.669 -2.571
H8 -1.569 1.746 -3.681
H9 0.735 2.535 -3.460
H10 1.629 0.978 -3.473
H11 -1.327 -0.037 -3.733
H12 1.937 2.153 -2.187
C5 1.525 0.158 0.176
O1 2.306 0.933 0.558
Cl1 -2.116 -0.573 0.000
C6 -2.289 -0.469 4.091
N1 -1.865 0.314 2.898
C7 -2.484 1.668 2.921
C8 -0.338 0.389 2.743
C9 0.267 -0.973 2.751
C10 0.737 -1.433 3.995
C11 1.197 -2.732 4.148
C12 1.215 -3.583 3.048
C13 0.866 -3.088 1.773
C14 0.442 -1.776 1.625
H13 -1.800 -0.057 4.981
H14 -2.029 -1.528 3.969
H15 -3.377 -0.364 4.193
H16 -2.193 -0.181 2.029
H17 -2.031 2.247 3.731
H18 -2.308 2.163 1.961
H19 -3.555 1.549 3.107
H20 -0.137 0.974 1.837
H21 0.013 0.962 3.610
H22 0.732 -0.757 4.848
H23 1.521 -3.081 5.143
H24 1.513 -4.631 3.179
H25 0.917 -3.751 0.903

Results of the natural (NBO) charge analysis, in e, for atoms 1 through 4:
1. C -0.76
2. I 0.12
3. H 0.27
4. H 0.25


# 8
This record from OMol25 describes a molecular structure, C14H25CuN5O6S at a distorted geometry. The level of theory is ωB97M-V/def2-TZVPD.

Values from the calculation:
M = 455.00 g mol⁻¹
⟨S²⟩ = 0.7555
Spin multiplicity = 2
HOMO energy (spin up / spin down) = -6.366 / -6.277 eV
Kohn-Sham gap (spin up / spin down) = 0.2118 / 0.2087 Eh

CARTESIAN COORDINATES (ANGSTROEM)
O1 -0.418 0.188 -4.576
H1 -0.616 0.224 -5.526
Cu1 0.244 -0.179 -0.430
N1 0.097 1.536 0.527
N2 1.145 0.989 -1.647
N3 -1.115 -1.017 0.644
N4 -0.344 -1.561 -1.615
O2 -0.647 1.780 1.562
O3 -1.496 -0.558 1.851
O4 0.235 -1.805 -2.805
O5 1.493 0.622 -2.818
C1 1.544 2.190 -1.146
C2 0.958 2.493 0.116
C3 -1.565 -2.202 0.234
C4 -1.077 -2.536 -1.072
C5 1.262 3.637 1.017
H2 1.615 3.261 1.989
H3 0.363 4.237 1.217
H4 2.036 4.278 0.583
C6 2.584 2.984 -1.856
H5 2.316 3.110 -2.913
H6 3.550 2.461 -1.809
H7 2.706 3.974 -1.407
C7 -2.383 -3.102 1.091
C8 -1.297 -3.874 -1.694
H8 -2.984 -2.527 1.803
H9 -1.732 -3.789 1.654
H10 -3.054 -3.701 0.466
H11 -0.659 -3.995 -2.574
H12 -2.346 -4.011 -1.998
H13 -1.068 -4.675 -0.977
H14 -1.178 0.455 1.771
H15 0.658 -0.916 -3.044
C9 -1.391 0.926 -3.841
H16 -0.891 1.722 -3.287
H17 -1.971 0.285 -3.169
H18 -2.081 1.393 -4.554
O6 -3.861 2.130 -0.806
H19 -3.719 1.183 -1.006
H20 -2.952 2.453 -0.642
S1 2.274 -1.195 0.509
C10 1.921 -0.905 2.129
N5 1.106 -1.788 2.806
C11 0.644 -1.560 4.072
C12 1.013 -0.399 4.727
C13 1.934 0.474 4.121
C14 2.384 0.214 2.834
H21 0.826 -2.638 2.319
H22 -0.009 -2.322 4.495
H23 0.588 -0.177 5.708
H24 2.297 1.351 4.658
H25 3.064 0.882 2.307

Results of the natural (NBO) charge analysis, in e, for atoms 1 through 4:
1. O -0.73
2. H 0.47
3. Cu 1.21
4. N -0.21


Look up the M of the first one. 525.09 g mol⁻¹


Among the records above, which one has the highest M? C14H25ClIN2OP2Tb


Repeat the seventh record exactly.
This record from OMol25 describes a molecular structure, C14H25ClINOPTi at a distorted geometry. The level of theory is ωB97M-V/def2-TZVPD.

Values from the calculation:
M = 464.56 g mol⁻¹
⟨S²⟩ = 0.7984
Spin multiplicity = 2
HOMO energy (spin up / spin down) = -15.684 / -15.621 eV
Kohn-Sham gap (spin up / spin down) = 0.2857 / 0.1785 Eh
Charge = +2

CARTESIAN COORDINATES (ANGSTROEM)
C1 -0.817 -3.148 -0.968
I1 2.161 -1.542 -2.134
H1 -1.903 -3.229 -0.855
H2 -0.332 -4.023 -0.518
H3 -0.567 -3.119 -2.055
Ti1 0.063 -1.312 -0.533
P1 -0.173 1.015 -1.861
C2 1.166 1.741 -2.841
C3 -1.510 0.826 -3.078
H4 -1.637 2.278 -0.359
H5 -0.922 3.293 -1.637
H6 0.059 2.800 -0.220
C4 -0.719 2.479 -0.923
H7 -2.470 0.669 -2.571
H8 -1.569 1.746 -3.681
H9 0.735 2.535 -3.460
H10 1.629 0.978 -3.473
H11 -1.327 -0.037 -3.733
H12 1.937 2.153 -2.187
C5 1.525 0.158 0.176
O1 2.306 0.933 0.558
Cl1 -2.116 -0.573 0.000
C6 -2.289 -0.469 4.091
N1 -1.865 0.314 2.898
C7 -2.484 1.668 2.921
C8 -0.338 0.389 2.743
C9 0.267 -0.973 2.751
C10 0.737 -1.433 3.995
C11 1.197 -2.732 4.148
C12 1.215 -3.583 3.048
C13 0.866 -3.088 1.773
C14 0.442 -1.776 1.625
H13 -1.800 -0.057 4.981
H14 -2.029 -1.528 3.969
H15 -3.377 -0.364 4.193
H16 -2.193 -0.181 2.029
H17 -2.031 2.247 3.731
H18 -2.308 2.163 1.961
H19 -3.555 1.549 3.107
H20 -0.137 0.974 1.837
H21 0.013 0.962 3.610
H22 0.732 -0.757 4.848
H23 1.521 -3.081 5.143
H24 1.513 -4.631 3.179
H25 0.917 -3.751 0.903

Results of the natural (NBO) charge analysis, in e, for atoms 1 through 4:
1. C -0.76
2. I 0.12
3. H 0.27
4. H 0.25


M of number 4 (C14H25BIO3P2Tm)? 609.95 g mol⁻¹